Record 1
The following is a quantum chemistry calculation of C38H41AsClN3O7PPbS2 as an isolated structure, from the Open Molecules 2025 dataset.

Its electronic energy is -6189.38248 Eh. The charge is +3. As for the HOMO energy: -0.585 Eh. The HOMO-LUMO gap is 7.0 eV.

Geometry as XYZ:
```
95
Properties=species:S:1:pos:R:3:nbo_charge:R:1
Pb -0.874 -0.840 0.725 1.268
O 2.827 1.098 -4.950 -0.636
C 2.029 0.029 -5.049 0.769
O 2.213 -0.826 -5.857 -0.493
C 0.878 -0.094 -4.087 -0.229
C -0.295 -0.751 -4.405 0.180
Cl -0.834 -1.351 -5.878 0.187
N -1.041 -0.862 -3.280 -0.172
N -0.428 -0.316 -2.214 -0.281
C 0.720 0.158 -2.713 -0.004
C 1.663 0.879 -1.872 0.800
O 2.501 1.652 -2.221 -0.527
O 1.522 0.577 -0.509 -0.815
C -2.392 -1.369 -3.289 0.140
C -3.432 -0.466 -3.442 -0.238
C -4.712 -0.958 -3.643 -0.186
C -4.930 -2.329 -3.702 -0.173
C -3.872 -3.216 -3.566 -0.189
C -2.587 -2.738 -3.360 -0.226
H 2.503 1.727 -4.295 0.496
H -3.236 0.599 -3.439 0.236
H -5.533 -0.271 -3.791 0.239
H -5.927 -2.708 -3.886 0.243
H -4.042 -4.281 -3.652 0.243
H -1.740 -3.413 -3.316 0.237
S -0.972 1.482 2.105 -0.274
C -0.567 1.064 3.707 -0.019
N -0.539 1.947 4.678 -0.525
C -0.397 1.431 6.048 -0.234
C 0.244 0.050 5.913 -0.518
S -0.221 -0.533 4.244 0.378
H -0.813 2.906 4.506 0.444
H -1.382 1.382 6.512 0.236
H 0.233 2.101 6.629 0.254
H -0.139 -0.654 6.646 0.276
H 1.329 0.084 5.979 0.243
C 3.201 -1.735 2.895 -0.643
C 3.304 -0.244 2.750 -0.049
O 2.348 0.199 1.697 -0.837
P 2.808 0.923 0.412 2.691
O 4.064 0.267 -0.130 -0.846
C 5.283 0.898 -0.777 -0.032
C 6.280 -0.198 -0.993 -0.647
O 3.029 2.425 0.550 -0.819
C 2.135 3.467 1.105 -0.048
C 2.349 3.596 2.587 -0.646
H 3.845 -2.054 3.716 0.258
H 3.535 -2.243 1.991 0.236
H 2.180 -2.040 3.124 0.215
H 4.305 0.066 2.456 0.210
H 3.012 0.304 3.643 0.198
H 5.620 1.666 -0.086 0.207
H 4.927 1.348 -1.698 0.220
H 6.562 -0.678 -0.057 0.229
H 7.177 0.248 -1.426 0.263
H 5.905 -0.946 -1.690 0.236
H 1.113 3.199 0.845 0.193
H 2.423 4.361 0.561 0.234
H 2.007 2.705 3.118 0.196
H 1.782 4.457 2.946 0.251
H 3.399 3.772 2.818 0.248
C -5.956 -4.403 -0.002 -0.163
C -6.635 -3.250 0.379 -0.182
C -5.968 -2.038 0.448 -0.229
C -4.621 -1.980 0.091 -0.276
C -3.940 -3.132 -0.284 -0.243
C -4.608 -4.348 -0.321 -0.192
As -3.638 -0.359 0.358 0.837
C -4.047 -0.026 2.215 -0.264
C -3.740 -1.041 3.120 -0.272
C -3.995 -0.862 4.473 -0.200
C -4.554 0.330 4.917 -0.199
C -4.856 1.340 4.012 -0.176
C -4.600 1.169 2.656 -0.256
C -4.285 1.170 -0.583 -0.393
C -5.629 1.279 -0.923 -0.202
C -6.084 2.445 -1.522 -0.186
C -5.203 3.486 -1.786 -0.154
C -3.860 3.369 -1.452 -0.220
C -3.398 2.209 -0.849 -0.158
H -6.479 -5.349 -0.035 0.246
H -7.682 -3.302 0.646 0.245
H -6.491 -1.160 0.806 0.225
H -2.889 -3.092 -0.553 0.203
H -4.078 -5.250 -0.600 0.237
H -3.377 -2.006 2.770 0.220
H -3.791 -1.662 5.173 0.236
H -4.783 0.460 5.966 0.240
H -5.314 2.258 4.359 0.240
H -4.845 1.956 1.954 0.237
H -6.319 0.466 -0.741 0.232
H -7.130 2.540 -1.783 0.246
H -5.564 4.390 -2.257 0.245
H -3.177 4.181 -1.666 0.235
H -2.345 2.114 -0.601 0.191
```

=====

Record 2
The following is a quantum chemistry calculation of C38H41BHfN15O2P as an isolated structure, from the Open Molecules 2025 dataset.

Its electronic energy is -2858.26081 Eh. The spin multiplicity is 2. Its expectation value of S² is 0.76. The charge is +3. As for the HOMO energy (spin up / spin down): -0.559 / -0.562 Eh. Its energy above the lowest of the compared OMol25 structures with the same formula, charge and spin is 0.9 kcal per mole. The HOMO-LUMO gap (spin up / spin down) is 7.8 / 6.1 eV.

Geometry as XYZ:
```
99
Properties=species:S:1:pos:R:3:lowdin_charge:R:1
Hf -0.344 0.958 1.422 1.778
C 2.220 2.793 -1.718 -0.016
C 2.011 2.192 -0.488 -0.119
N 0.701 2.101 -0.229 -0.083
N 0.055 2.648 -1.284 0.042
C 0.948 3.064 -2.192 -0.024
B -1.504 2.689 -1.367 -0.638
N -2.047 3.265 -0.020 0.034
C -2.921 4.263 0.144 -0.011
C -3.171 4.428 1.497 -0.002
C -2.407 3.455 2.108 -0.126
N -1.726 2.736 1.193 -0.088
N -1.980 1.215 -1.447 0.046
C -2.573 0.537 -2.438 -0.027
C -2.623 -0.800 -2.085 -0.022
C -2.022 -0.852 -0.839 -0.153
N -1.637 0.364 -0.435 -0.054
N -1.904 3.578 -2.506 -0.033
C -1.578 4.903 -2.620 -0.111
C -2.087 5.358 -3.799 -0.033
C -2.720 4.226 -4.365 -0.115
N -2.607 3.165 -3.594 0.072
H 3.160 3.018 -2.195 0.115
H 2.743 1.827 0.216 0.121
H 0.633 3.533 -3.111 0.140
H -3.321 4.798 -0.702 0.141
H -3.827 5.145 1.961 0.120
H -2.325 3.238 3.158 0.095
H -2.923 1.064 -3.311 0.111
H -3.052 -1.614 -2.647 0.114
H -1.865 -1.721 -0.229 0.076
H -1.009 5.418 -1.858 0.134
H -2.023 6.353 -4.208 0.110
H -3.251 4.154 -5.303 0.117
O 1.272 -0.345 2.349 -0.095
C 1.504 -0.940 1.260 -0.564
O 0.813 -0.568 0.252 -0.180
C 2.500 -2.014 1.086 -0.127
C 3.395 -2.287 2.112 0.016
C 4.377 -3.252 1.940 -0.015
C 4.461 -3.946 0.742 -0.015
C 3.561 -3.692 -0.287 -0.057
C 2.577 -2.723 -0.131 -0.276
P 1.428 -2.387 -1.485 1.263
C 1.006 -3.917 -2.276 -0.347
C 0.699 -3.959 -3.645 -0.057
C 0.261 -5.144 -4.206 -0.037
C 0.095 -6.276 -3.414 -0.021
C 0.378 -6.234 -2.051 -0.045
C 0.817 -5.058 -1.474 -0.088
C 2.061 -1.149 -2.600 -0.345
C 3.409 -0.783 -2.570 -0.060
C 3.881 0.140 -3.491 -0.054
C 3.015 0.712 -4.415 -0.048
C 1.666 0.375 -4.418 -0.055
C 1.183 -0.550 -3.508 -0.092
H 3.317 -1.734 3.039 0.127
H 5.079 -3.463 2.736 0.127
H 5.234 -4.691 0.604 0.130
H 3.635 -4.250 -1.213 0.127
H 0.845 -3.087 -4.268 0.105
H 0.054 -5.192 -5.267 0.125
H -0.255 -7.197 -3.862 0.126
H 0.258 -7.119 -1.441 0.121
H 1.041 -5.024 -0.415 0.107
H 4.091 -1.234 -1.861 0.111
H 4.931 0.400 -3.494 0.122
H 3.394 1.424 -5.138 0.124
H 0.993 0.829 -5.135 0.122
H 0.128 -0.804 -3.501 0.104
C -2.647 -3.532 2.201 -0.008
N -2.766 -2.532 3.258 -0.122
C -3.397 -3.006 4.498 -0.005
C -2.259 -1.306 3.100 -0.373
N -1.449 -0.950 2.140 0.053
N -2.669 -0.367 4.031 0.176
C -1.963 0.753 4.404 -0.456
N -2.333 1.283 5.579 0.212
N -1.032 1.249 3.648 0.028
H -3.497 -4.207 2.268 0.109
H -1.730 -4.117 2.306 0.109
H -2.683 -3.065 1.219 0.076
H -4.485 -2.955 4.436 0.111
H -3.043 -2.453 5.364 0.094
H -3.111 -4.044 4.653 0.107
H -1.123 -1.763 1.636 0.051
H -3.469 -0.606 4.590 0.146
H -3.021 0.854 6.174 0.131
H -1.900 2.121 5.929 0.133
H -0.561 2.019 4.107 0.076
N 2.888 3.290 3.573 0.103
C 2.223 4.355 3.006 -0.034
C 1.183 3.813 2.328 -0.119
N 1.207 2.433 2.479 -0.086
C 2.257 2.158 3.238 -0.155
H 3.722 3.352 4.136 0.176
H 2.540 5.377 3.132 0.135
H 0.430 4.313 1.740 0.109
H 2.560 1.176 3.556 0.133
```

=====

Among the records above, which one has the highest electronic energy? C38H41BHfN15O2P

=====

What is the formula in the first record? C38H41AsClN3O7PPbS2